Density functional theory data (ωB97M-V/def2-TZVPD) for one molecule with the formula C48H74O14.

Geometry as XYZ:
```
136
Properties=species:S:1:pos:R:3:forces:R:3
C 3.288 4.447 -2.877 0.11 -0.21 -0.10
H 2.366 4.205 -3.401 -0.14 0.05 0.01
H 3.570 5.467 -3.134 -0.02 0.13 0.00
C 4.391 3.473 -3.277 0.07 0.27 0.14
H 4.092 2.450 -3.044 0.00 -0.09 -0.09
H 4.531 3.537 -4.358 0.01 -0.08 -0.02
C 5.737 3.759 -2.596 -0.11 -0.40 0.07
C 6.860 3.031 -3.332 -0.12 0.21 0.14
H 7.834 3.309 -2.937 0.18 -0.04 0.01
H 6.731 1.958 -3.225 0.05 -0.15 -0.05
H 6.840 3.283 -4.390 0.03 0.01 -0.10
H 5.917 4.837 -2.641 -0.02 0.00 0.04
C 5.694 3.352 -1.112 0.25 0.43 -0.15
C 6.940 3.731 -0.293 -0.31 0.05 0.18
C 7.221 5.229 -0.316 0.02 -0.32 -0.12
H 6.329 5.788 -0.040 -0.11 0.13 0.04
H 8.008 5.468 0.397 0.06 0.07 0.06
H 7.547 5.557 -1.299 0.03 0.12 -0.10
C 6.706 3.253 1.143 0.14 -0.26 -0.20
C 6.435 1.753 1.159 -0.40 0.27 -0.19
H 6.167 1.422 2.162 0.02 -0.11 0.01
H 7.321 1.210 0.827 0.01 -0.07 0.00
C 5.278 1.407 0.209 0.47 -0.71 0.49
O 5.492 1.939 -1.073 -0.07 0.04 -0.09
O 4.106 1.923 0.802 0.11 0.10 0.07
C 2.914 1.658 0.073 -0.34 -0.13 -0.01
C 2.701 0.153 -0.076 0.32 0.12 -0.28
C 3.916 -0.456 -0.767 -0.01 0.66 -0.04
C 5.174 -0.118 0.022 -0.33 0.21 -0.30
H 6.059 -0.471 -0.506 0.06 -0.01 0.03
H 5.124 -0.594 1.001 0.04 0.01 0.07
H 3.999 -0.076 -1.791 -0.02 -0.08 0.21
O 3.779 -1.885 -0.819 0.16 -0.06 0.30
C 3.388 -2.437 -1.955 -0.04 -0.33 0.04
O 3.139 -1.828 -2.972 0.03 0.12 -0.12
C 3.280 -3.936 -1.849 -0.17 -0.08 -0.10
C 4.152 -4.606 -2.876 0.00 -0.16 0.04
C 4.033 -5.910 -3.079 0.05 0.04 0.09
C 4.809 -6.689 -4.086 -0.04 0.15 0.08
H 5.489 -6.043 -4.633 0.09 0.00 -0.10
H 4.129 -7.166 -4.791 0.00 -0.09 -0.10
H 5.379 -7.471 -3.587 0.08 -0.12 -0.02
C 3.080 -6.666 -2.189 -0.44 -0.06 -0.22
O 3.671 -6.797 -0.915 0.14 0.02 0.39
H 2.940 -6.972 -0.302 0.05 -0.02 -0.08
C 1.719 -5.923 -2.072 0.18 0.00 -0.45
O 1.131 -6.269 -0.828 0.07 -0.17 -0.10
C 0.755 -5.107 -0.112 -0.12 0.26 0.56
C 0.869 -3.942 -1.051 -0.22 -0.03 -0.03
C 0.173 -2.813 -0.887 0.10 -0.52 0.26
C 0.168 -1.648 -1.734 -0.11 0.46 -0.39
C -0.533 -0.529 -1.519 0.08 -0.30 0.06
C -1.503 -0.248 -0.415 -0.06 0.19 0.17
C -2.898 -0.044 -1.016 0.09 -0.02 0.19
H -2.870 0.609 -1.882 -0.03 0.07 -0.12
H -3.290 -1.007 -1.339 -0.06 -0.06 -0.05
H -3.578 0.376 -0.281 -0.12 0.03 0.01
H -1.561 -1.105 0.261 0.02 0.06 0.01
C -1.006 0.925 0.477 0.31 -0.24 0.03
C -0.562 2.179 -0.245 -0.09 -0.03 0.15
C 0.634 2.736 -0.069 0.09 -0.11 0.07
C 1.760 2.328 0.830 0.27 -0.15 -0.18
H 1.430 1.669 1.632 0.02 -0.01 0.09
H 2.168 3.229 1.295 -0.01 -0.02 0.03
H 0.845 3.635 -0.636 -0.06 0.15 -0.10
C -1.585 2.859 -1.107 0.12 -0.02 -0.04
H -1.330 3.906 -1.249 -0.02 0.06 -0.02
H -2.559 2.791 -0.629 -0.19 0.06 -0.04
H -1.648 2.393 -2.089 -0.11 -0.05 -0.10
H -0.148 0.526 1.032 -0.08 0.03 -0.03
O -2.017 1.299 1.423 -0.23 0.01 -0.27
C -1.784 0.913 2.741 0.38 0.46 0.65
O -1.943 -0.463 2.957 -0.03 -0.15 0.02
C -3.251 -0.948 2.687 -0.34 -0.33 -0.06
C -3.212 -2.439 3.011 0.02 0.44 -0.19
H -2.754 -2.569 3.988 0.00 -0.03 0.12
H -2.612 -2.970 2.277 0.06 -0.10 -0.07
H -4.213 -2.860 3.032 -0.10 -0.09 -0.01
C -4.336 -0.232 3.515 0.31 0.42 -0.01
H -4.262 -0.557 4.561 0.10 0.07 -0.11
C -4.167 1.307 3.510 0.15 -0.25 0.02
C -2.700 1.706 3.664 -0.16 -0.31 -0.41
H -2.594 2.771 3.464 0.02 0.03 0.06
H -2.408 1.510 4.696 0.06 0.00 0.00
H -4.563 1.705 2.567 -0.02 -0.03 0.06
O -4.804 1.907 4.624 0.21 -0.02 0.01
C -6.209 1.973 4.596 -0.14 0.01 0.04
H -6.499 2.438 5.538 -0.09 0.01 -0.06
H -6.660 0.980 4.523 -0.05 0.10 0.01
H -6.563 2.598 3.766 -0.02 -0.03 0.04
O -5.665 -0.616 3.132 -0.12 0.09 0.00
C -5.969 -0.958 1.801 -0.02 -0.78 -0.06
C -7.418 -1.466 1.803 0.04 0.39 0.08
H -7.538 -2.131 2.657 0.01 -0.08 -0.05
H -7.600 -2.022 0.882 0.01 -0.03 -0.01
C -8.401 -0.299 1.874 0.31 0.11 -0.28
O -9.753 -0.687 1.712 0.13 0.12 -0.24
C -10.315 -1.348 2.819 -0.06 -0.03 0.07
H -10.183 -0.763 3.737 -0.02 -0.02 0.00
H -11.376 -1.452 2.604 0.01 -0.06 0.11
H -9.879 -2.342 2.965 -0.02 0.01 0.02
C -8.094 0.678 0.732 0.20 -0.57 0.41
O -8.938 1.799 0.791 -0.14 0.25 0.03
H -9.836 1.462 0.905 0.06 0.02 0.01
H -8.227 0.148 -0.225 0.09 -0.01 0.08
C -6.643 1.155 0.860 -0.37 0.36 -0.18
C -6.242 2.058 -0.296 -0.09 -0.26 0.43
H -5.248 2.460 -0.127 0.13 0.08 -0.01
H -6.959 2.870 -0.372 -0.02 0.12 -0.06
H -6.238 1.487 -1.220 -0.01 -0.06 -0.14
H -6.575 1.710 1.805 0.01 -0.08 -0.09
O -5.739 0.056 0.869 0.00 0.12 -0.08
H -8.282 0.226 2.836 -0.04 0.03 -0.11
H -5.322 -1.776 1.453 -0.08 0.20 0.13
H -3.470 -0.772 1.628 0.04 -0.09 0.08
H -0.731 1.102 3.015 -0.20 -0.03 -0.14
H -0.436 0.274 -2.239 0.06 0.09 -0.17
H 0.784 -1.691 -2.619 0.00 0.10 -0.05
H -0.461 -2.769 -0.009 -0.10 -0.06 0.10
C 1.813 -4.380 -2.154 0.09 0.01 0.40
O 1.436 -3.989 -3.445 -0.14 0.12 -0.26
H 1.901 -3.166 -3.671 -0.01 -0.11 0.02
H -0.266 -5.247 0.257 0.10 0.10 0.01
H 1.421 -4.978 0.757 -0.08 -0.08 -0.08
H 1.062 -6.250 -2.888 0.11 0.10 0.10
H 2.885 -7.670 -2.599 0.04 0.17 -0.01
H 4.817 -3.987 -3.458 0.18 0.02 -0.14
H 3.553 -4.254 -0.839 -0.07 0.06 -0.08
H 1.796 -0.036 -0.655 0.06 0.01 0.05
H 2.594 -0.303 0.911 -0.06 0.00 0.09
H 3.003 2.099 -0.930 -0.02 0.03 0.07
H 5.844 3.775 1.563 0.01 0.11 0.05
H 7.578 3.476 1.761 -0.02 0.07 0.04
H 7.801 3.190 -0.698 0.00 -0.03 -0.04
H 4.833 3.843 -0.635 0.05 -0.02 -0.02
H 3.090 4.408 -1.809 -0.08 0.04 0.14
```
Forces are in eV/Å.

Computed properties:
energy relative to the best compared isomer or geometry (same formula, charge and spin): 0.9 kcal per mole
E: -2926.7540 a.u.
HOMO: -0.308 hartree
M: 875.11 g/mol
orbital gap: 0.331 Eh
F_max: 0.99 eV/Å

Density functional theory data (ωB97M-V/def2-TZVPD) for C48H76BN8O5Ti as an isolated structure at a distorted geometry.

Geometry as XYZ:
```
139
Properties=species:S:1:pos:R:3:forces:R:3
Ti 0.236 0.080 -0.283 -1.40 2.17 1.04
C -3.376 -0.414 3.356 -0.10 0.19 -0.14
C -3.348 0.275 1.983 0.03 -0.33 -0.13
C -3.342 -0.740 0.850 -0.08 0.19 0.12
C -2.243 1.300 1.948 -0.19 0.35 0.22
C -2.348 2.436 2.759 0.35 -0.07 -0.23
C -1.205 3.170 2.532 -0.21 -0.14 0.13
C -0.886 4.474 3.200 -0.02 0.02 0.03
C -2.017 5.470 2.922 0.25 -0.05 -0.07
C -0.721 4.264 4.708 0.13 0.05 -0.20
N -0.467 2.491 1.624 -0.05 0.47 0.45
N -1.099 1.346 1.261 0.08 -0.33 -0.33
B 0.805 2.981 0.901 -0.24 -0.33 0.01
N 2.008 2.050 1.194 0.27 0.49 0.30
N 1.989 0.763 0.766 0.31 0.07 0.05
C 3.153 0.195 1.096 0.40 0.40 0.12
C 3.925 1.145 1.771 -0.50 0.04 -0.19
C 3.178 2.305 1.829 0.37 -0.45 0.08
C 3.787 3.509 2.512 -0.06 0.35 -0.06
C 4.855 4.132 1.599 -0.06 -0.13 0.20
C 2.873 4.587 3.084 0.13 -0.19 -0.04
C 3.743 -1.170 0.819 -0.04 -0.25 -0.02
C 2.904 -2.202 0.057 -0.03 0.24 -0.05
C 4.239 -1.790 2.137 0.08 0.18 -0.14
N 0.450 3.079 -0.602 0.22 0.77 -0.03
N -0.065 2.028 -1.289 -0.18 0.03 -0.31
C -0.412 2.468 -2.503 0.20 0.47 -0.06
C -0.134 3.837 -2.578 0.06 -0.24 0.48
C 0.400 4.201 -1.362 -0.20 -0.12 -0.65
C 0.874 5.601 -1.102 0.16 0.09 0.32
C 2.382 5.628 -0.863 -0.21 0.08 -0.14
C 0.089 6.355 -0.026 0.05 -0.09 -0.26
C -1.038 1.839 -3.726 -0.19 -0.27 0.05
C -0.837 0.353 -4.018 0.08 0.17 0.01
C -2.532 2.196 -3.729 0.19 0.03 -0.15
H -4.244 -1.067 3.425 -0.06 -0.10 0.01
H -3.440 0.321 4.155 0.01 0.03 0.09
H -2.481 -1.007 3.518 0.06 -0.06 0.07
H -4.286 0.845 1.906 0.19 -0.02 0.00
H -2.366 -1.207 0.749 -0.09 -0.10 0.03
H -3.578 -0.244 -0.090 0.06 -0.05 -0.02
H -4.091 -1.507 1.038 -0.08 -0.11 0.01
H -3.165 2.678 3.408 -0.13 0.07 0.14
H 0.045 4.877 2.809 0.01 -0.03 -0.06
H -2.930 5.143 3.412 -0.14 -0.01 0.04
H -2.207 5.536 1.854 -0.06 0.08 -0.08
H -1.759 6.458 3.296 0.00 0.11 0.06
H -1.658 3.929 5.146 -0.11 -0.07 0.08
H -0.430 5.195 5.190 0.02 0.09 0.07
H 0.038 3.513 4.915 0.06 -0.07 0.06
H 1.085 4.050 1.281 0.09 0.35 0.10
H 4.915 1.016 2.157 0.19 -0.02 0.12
H 4.323 3.079 3.369 -0.12 0.00 -0.15
H 4.425 4.458 0.658 -0.02 0.06 -0.11
H 5.638 3.411 1.379 0.09 -0.05 -0.06
H 5.305 4.991 2.091 0.09 0.12 0.04
H 2.492 5.243 2.307 -0.15 0.10 -0.08
H 3.449 5.197 3.777 0.02 0.07 0.06
H 2.046 4.144 3.628 -0.18 0.02 0.06
H 4.642 -0.956 0.221 -0.16 -0.01 0.10
H 1.847 -1.943 0.031 0.26 -0.35 0.00
H 3.012 -3.181 0.516 -0.07 -0.11 0.01
H 3.259 -2.290 -0.964 -0.01 -0.10 -0.10
H 3.407 -2.099 2.763 -0.10 -0.02 0.06
H 4.846 -1.090 2.703 0.08 0.02 0.12
H 4.846 -2.665 1.920 0.03 -0.12 -0.02
H -0.297 4.474 -3.424 -0.02 0.16 -0.17
H 0.684 6.131 -2.043 0.00 -0.12 0.09
H 2.640 4.960 -0.050 0.08 -0.02 0.14
H 2.714 6.637 -0.624 0.08 0.07 0.06
H 2.901 5.296 -1.761 0.12 -0.06 -0.01
H 0.267 5.953 0.964 0.03 -0.05 0.19
H -0.977 6.298 -0.237 -0.11 0.02 0.05
H 0.385 7.402 -0.032 0.01 0.09 0.04
H -0.569 2.389 -4.554 -0.10 -0.08 0.17
H -1.663 -0.236 -3.637 -0.05 -0.05 0.01
H 0.087 -0.015 -3.585 0.02 -0.10 -0.10
H -0.803 0.202 -5.094 0.03 -0.04 -0.11
H -3.028 1.762 -2.864 -0.04 -0.10 0.13
H -3.007 1.818 -4.631 -0.08 -0.06 -0.10
H -2.664 3.275 -3.694 -0.09 0.09 0.03
C 0.445 -3.139 2.234 -0.14 0.44 -0.39
C -0.094 -1.700 2.171 -0.29 -0.55 1.37
C 0.524 -0.842 3.288 -0.29 -0.05 -0.48
O 0.081 -1.115 0.931 0.04 -1.82 1.20
H 0.037 -3.653 3.102 -0.07 -0.01 0.05
H 1.527 -3.148 2.307 0.16 -0.03 -0.01
H 0.161 -3.670 1.326 0.00 -0.12 0.00
H -1.180 -1.776 2.358 0.32 0.09 -0.13
H 1.608 -0.828 3.195 0.09 0.04 0.01
H 0.260 -1.243 4.264 -0.03 -0.09 0.10
H 0.151 0.178 3.214 0.03 0.09 0.06
C 6.839 0.743 -5.330 0.01 -0.04 -0.02
C 5.626 0.339 -4.551 -0.18 -0.10 0.09
C 5.134 -0.962 -4.591 0.18 0.18 -0.05
C 3.996 -1.345 -3.907 -0.39 0.07 0.28
C 3.546 -2.774 -4.011 -0.02 0.00 0.01
C 3.279 -0.387 -3.129 0.85 0.61 -0.46
C 2.104 -0.801 -2.442 -0.76 -0.24 0.45
O 1.395 -0.102 -1.622 2.67 -1.19 -2.87
C 3.794 0.941 -3.084 -0.34 -0.10 0.19
C 3.094 2.023 -2.326 0.07 0.01 0.06
C 4.938 1.268 -3.781 0.15 -0.15 -0.14
H 7.360 -0.125 -5.725 0.07 -0.04 -0.03
H 7.530 1.316 -4.713 0.05 0.02 0.03
H 6.555 1.375 -6.172 0.00 0.05 -0.07
H 5.661 -1.702 -5.180 0.02 -0.07 -0.02
H 4.247 -3.343 -4.618 -0.01 -0.03 -0.03
H 2.561 -2.842 -4.470 -0.10 -0.09 -0.02
H 3.480 -3.252 -3.035 -0.07 -0.07 0.05
H 1.768 -1.828 -2.600 -0.01 0.12 0.20
H 2.096 2.175 -2.731 -0.11 0.07 0.11
H 3.642 2.960 -2.403 0.05 0.03 -0.02
H 2.996 1.759 -1.275 -0.07 0.08 0.05
H 5.301 2.286 -3.731 0.03 0.11 0.01
C -2.426 -4.998 -0.418 0.05 -0.18 -0.15
C -1.972 -5.422 -1.811 -0.04 0.08 0.12
C -1.609 -4.204 -2.692 0.16 -0.58 -0.23
C -1.318 -4.664 -4.133 0.06 0.15 0.05
C -0.892 -3.512 -5.035 -0.06 -0.24 0.03
C -2.807 -3.282 -2.731 0.19 0.10 0.14
O -3.868 -3.576 -3.231 -0.09 -0.13 -0.05
N -2.631 -2.058 -2.139 -0.05 0.82 0.28
C -1.423 -1.575 -1.620 -0.75 -1.34 -0.93
O -1.414 -0.377 -1.240 -1.02 0.21 -0.46
N -0.361 -2.330 -1.571 0.52 0.27 0.13
C -0.327 -3.579 -2.109 -0.48 0.17 -0.07
O 0.713 -4.207 -2.149 0.13 -0.24 -0.05
H -2.576 -5.868 0.219 -0.02 0.00 0.07
H -3.364 -4.448 -0.473 -0.10 0.05 0.09
H -1.676 -4.359 0.043 0.05 0.08 0.17
H -2.762 -5.998 -2.298 0.02 0.08 -0.09
H -1.084 -6.054 -1.742 -0.01 0.06 -0.08
H -2.217 -5.134 -4.535 0.02 -0.04 0.07
H -0.522 -5.407 -4.089 -0.03 -0.04 0.06
H -1.700 -2.797 -5.172 -0.10 0.12 -0.05
H -0.610 -3.898 -6.012 0.03 0.09 -0.12
H -0.037 -2.986 -4.616 0.15 0.09 0.00
H -3.424 -1.424 -2.150 0.19 -0.14 -0.01
```
Forces are in eV/Å.

Computed properties:
energy relative to the best compared isomer or geometry (same formula, charge and spin): 36.6 kcal per mole
E: -3563.4966 a.u.
HOMO (spin up / spin down): -0.224 / -0.319 hartree
M: 903.87 g/mol
orbital gap (spin up / spin down): 0.206 / 0.308 Eh
expectation value of S²: 0.787
2S+1: 2
F_max: 4.10 eV/Å